{
  "formula": "C37H23AsCuF15GeN2O2S3",
  "method": "ωB97M-V/def2-TZVPD",
  "elements": ["Cu", "C", "C", "N", "N", "C", "S", "S", "C", "C", "C", "C", "C", "C", "C", "C", "C", "C", "C", "C", "C", "O", "H", "H", "H", "H", "H", "H", "H", "H", "H", "H", "H", "H", "H", "H", "C", "As", "C", "C", "O", "H", "H", "H", "H", "H", "H", "H", "H", "H", "F", "C", "C", "C", "F", "C", "F", "C", "F", "C", "F", "Ge", "S", "C", "C", "F", "C", "F", "C", "F", "C", "F", "C", "F", "C", "C", "F", "C", "F", "C", "F", "C", "F", "C", "F"],
  "coordinates": [[-0.2634, -2.3138, 1.9105], [4.0665, -2.0922, 1.5390], [2.6387, -2.5390, 1.3336], [1.6824, -1.7547, 1.6465], [1.9878, -0.4830, 2.1181], [1.6146, -0.2524, 3.3291], [1.0567, -1.3529, 4.5228], [1.7036, 1.4811, 3.8379], [1.1813, 2.3347, 2.3070], [-0.2471, 2.7869, 2.4170], [-0.5910, 3.9322, 3.1326], [-1.9157, 4.3183, 3.2670], [-2.9247, 3.5543, 2.6917], [-2.5900, 2.4088, 1.9829], [-1.2615, 2.0291, 1.8375], [2.3598, -3.8946, 0.8084], [3.3263, -4.4675, -0.0251], [3.2385, -5.7504, -0.5326], [2.1353, -6.5244, -0.1683], [1.1571, -5.9985, 0.6403], [1.1820, -4.6579, 1.1300], [0.1785, -4.2540, 1.8281], [4.1479, -1.6010, 2.5083], [4.3447, -1.3559, 0.7813], [4.7602, -2.9283, 1.5033], [1.3010, 1.5948, 1.5165], [1.8544, 3.1650, 2.0891], [0.1936, 4.5234, 3.5933], [-2.1628, 5.2181, 3.8186], [-3.9613, 3.8553, 2.7863], [-3.3679, 1.8086, 1.5232], [-1.0188, 1.1170, 1.3057], [4.1820, -3.8634, -0.3057], [4.0057, -6.1362, -1.1927], [2.0400, -7.5441, -0.5302], [0.2854, -6.5823, 0.9143], [-4.5174, -1.3109, 2.9192], [-2.6376, -1.4599, 3.3404], [-2.3470, -3.2833, 3.8750], [-2.3567, -0.3533, 4.8868], [-1.7699, -0.9528, 2.0246], [-5.1379, -1.6377, 3.7535], [-4.7162, -1.9194, 2.0386], [-4.7276, -0.2694, 2.6846], [-3.0898, -3.5592, 4.6272], [-1.3357, -3.3536, 4.2753], [-2.4122, -3.9289, 3.0007], [-3.1998, -0.4369, 5.5737], [-2.2531, 0.6737, 4.5352], [-1.4161, -0.6530, 5.3483], [1.0087, -1.1757, -4.7954], [0.0662, -0.3663, -5.2908], [-0.5992, 0.5210, -4.4585], [-1.5312, 1.3288, -5.0817], [-2.2084, 2.2694, -4.4010], [-1.8110, 1.2557, -6.4361], [-2.7234, 2.0635, -6.9969], [-1.1320, 0.3499, -7.2242], [-1.3876, 0.2722, -8.5346], [-0.1788, -0.4669, -6.6492], [0.4927, -1.3368, -7.4141], [-0.1584, 0.3945, -2.4819], [-0.5864, -1.4461, -1.6139], [1.7839, 0.9032, -2.6429], [2.1579, 1.9928, -3.4080], [1.2123, 2.7782, -3.9645], [3.4699, 2.3575, -3.6336], [3.7813, 3.4277, -4.3816], [4.4771, 1.6011, -3.0658], [5.7574, 1.9315, -3.2666], [4.1534, 0.5062, -2.2924], [5.1340, -0.2252, -1.7522], [2.8211, 0.1692, -2.0881], [2.5994, -0.8980, -1.3389], [-1.0465, 2.0162, -1.6921], [-0.4217, 3.1474, -1.1978], [0.9149, 3.2569, -1.1951], [-1.1129, 4.2349, -0.6909], [-0.4638, 5.3104, -0.2391], [-2.4887, 4.1945, -0.6360], [-3.1774, 5.2247, -0.1392], [-3.1531, 3.0673, -1.0788], [-4.4917, 3.0238, -1.0114], [-2.4300, 2.0113, -1.5978], [-3.1309, 0.9685, -2.0573]],
  "orbital_gap_ev": 5.745,
  "largest_force_ev_per_a": 0.353,
  "e_tot_ha": -10329.50710,
  "charge": -2,
  "spin_multiplicity": 1,
  "de_lowest_kj_mol": 0.00
}